No. 1
# C3H8N2

The molecule C3H8N2 (ωB97M-V/def2-TZVPD, OMol25).

Results
structure (SMILES) = C=NN(C)C
energy above the lowest of the compared OMol25 structures with the same formula, charge and spin = 3.4241 eV

Element x y z (Å)
C (1.93, -0.18, 0.02)
N (0.75, -0.73, -0.01)
N (-0.38, 0.00, -0.30)
C (-0.40, 1.41, 0.06)
C (-1.58, -0.77, 0.07)
H (2.10, 0.93, -0.08)
H (2.77, -0.88, 0.26)
H (-1.48, 1.72, 0.11)
H (0.09, 2.08, -0.73)
H (0.03, 1.49, 1.14)
H (-1.21, -1.57, 0.81)
H (-2.46, -0.15, 0.60)
H (-2.05, -1.22, -0.93)

***

No. 2
# C14H14BrNO4

The molecule C14H14BrNO4 (ωB97M-V/def2-TZVPD, OMol25).

Results
structure (SMILES) = CCC(=O)O[C@@H]1C(=O)N(C(=O)CC)c2ccc(Br)cc21
energy above the lowest of the compared OMol25 structures with the same formula, charge and spin = 0.5240 eV

Element x y z (Å)
C (3.07, 1.98, 3.52)
C (3.05, 1.70, 2.06)
C (1.73, 1.86, 1.26)
O (1.30, 2.99, 1.01)
O (1.15, 0.71, 0.79)
C (-0.21, 0.84, 0.37)
C (-0.82, -0.54, 0.51)
O (-1.18, -0.88, 1.61)
N (-1.09, -1.08, -0.69)
C (-1.98, -2.19, -0.79)
O (-2.61, -2.35, -1.85)
C (-1.74, -3.36, 0.08)
C (-2.81, -3.60, 1.06)
C (-0.69, -0.15, -1.64)
C (-0.81, -0.21, -3.05)
C (-0.25, 0.78, -3.85)
C (0.13, 1.98, -3.34)
Br (0.47, 3.61, -4.33)
C (0.16, 2.12, -1.86)
C (-0.21, 1.04, -1.06)
H (3.14, 3.06, 3.77)
H (2.11, 1.63, 3.90)
H (3.76, 1.42, 4.07)
H (3.47, 0.72, 1.90)
H (3.66, 2.46, 1.55)
H (-0.82, 1.55, 0.94)
H (-0.81, -3.32, 0.64)
H (-1.59, -4.27, -0.61)
H (-3.81, -3.69, 0.63)
H (-2.55, -4.60, 1.39)
H (-2.75, -2.83, 1.95)
H (-0.99, -1.15, -3.54)
H (-0.13, 0.75, -4.95)
H (0.64, 3.01, -1.44)

***

No. 3
# C2H4N2

A cluster of 2 separate species, C2H4N2 in total (ωB97M-V/def2-TZVPD, OMol25).

Results
energy above the lowest of the compared OMol25 structures with the same formula, charge and spin = 1.0288 eV
charge = +2

Element x y z (Å)
C (1.40, 0.46, 0.05)
C (-1.85, -0.55, 0.10)
N (1.95, -0.51, -0.11)
N (-1.38, 0.39, -0.27)
H (1.20, 1.48, 0.36)
H (-2.35, -1.46, 0.58)
H (2.55, -1.28, -0.38)
H (-1.52, 1.46, -0.35)